1.
70
Properties=species:S:1:pos:R:3:forces:R:3 method="wB97M-V/def2-TZVPD" gap_ev=8.219 largest_force_ev_per_a=0.7 homo_ev=-8.4 e_tot_ha=-2106.25060
C 1.86768 3.17393 3.06327 -0.04 -0.03 0.00
C 2.09512 2.62874 1.67301 -0.02 -0.02 -0.06
O 1.09643 3.11553 0.74906 -0.03 -0.03 0.05
C 1.31456 4.33145 0.25862 0.08 -0.03 -0.05
O 2.27058 5.02888 0.48567 0.00 0.07 0.07
O 0.30755 4.64117 -0.55419 -0.03 -0.01 -0.05
C 0.45688 5.89157 -1.23873 0.00 -0.02 0.04
H 0.85137 2.94907 3.38743 0.02 0.01 0.05
H 2.56366 2.70209 3.75808 0.00 0.01 0.01
H 2.02410 4.25102 3.09553 0.01 0.00 -0.03
H 1.96935 1.54838 1.64148 0.02 0.00 0.02
H 3.08195 2.88819 1.29157 -0.01 0.00 0.01
H 1.39009 5.90695 -1.79860 -0.02 0.00 -0.02
H 0.44888 6.71674 -0.52859 -0.01 0.00 0.00
H -0.39212 5.95098 -1.91151 0.01 0.03 -0.01
C -4.93049 -4.03170 4.61966 0.04 -0.05 0.02
C -5.46030 -4.25692 3.22382 -0.01 0.01 -0.05
O -5.60609 -5.66748 2.93857 0.03 0.03 -0.03
C -6.69842 -6.23698 3.42955 0.04 -0.04 0.14
O -7.58222 -5.68870 4.03799 -0.06 0.04 -0.02
O -6.65687 -7.54033 3.14645 -0.02 -0.02 -0.07
C -7.78837 -8.28111 3.61349 0.02 0.02 0.00
H -3.98960 -4.56532 4.75785 0.00 0.01 0.01
H -4.74146 -2.96844 4.76388 -0.01 0.00 0.00
H -5.64704 -4.37019 5.36712 0.00 0.01 -0.01
H -4.76040 -3.90261 2.47238 0.01 0.01 0.02
H -6.42401 -3.77113 3.07673 0.01 0.01 0.00
H -8.71180 -7.84739 3.23453 0.00 -0.03 -0.02
H -7.81880 -8.28331 4.70202 0.01 -0.01 0.00
H -7.64800 -9.28781 3.23292 -0.03 -0.01 0.02
C 3.82762 3.99130 -2.16577 0.06 0.04 0.03
C 4.23722 4.42085 -3.55433 -0.03 -0.04 -0.04
O 4.10948 3.32083 -4.48233 0.03 0.05 -0.04
C 2.87596 3.10985 -4.94006 0.01 0.03 0.02
O 1.90335 3.77642 -4.69572 -0.05 0.02 0.02
O 2.90174 2.02688 -5.71216 0.01 -0.04 -0.03
C 1.62611 1.63503 -6.23716 0.04 0.02 0.03
H 4.43691 3.14882 -1.83464 -0.02 0.00 0.02
H 3.96272 4.80890 -1.45808 -0.01 0.00 0.00
H 2.77718 3.69929 -2.14934 0.00 -0.02 -0.01
H 5.28986 4.69105 -3.60056 0.00 -0.01 0.00
H 3.63402 5.25152 -3.91788 0.01 0.01 0.03
H 1.16493 2.46376 -6.77010 0.00 -0.02 -0.02
H 0.97068 1.31554 -5.42865 0.00 -0.01 -0.01
H 1.83648 0.80745 -6.90626 -0.04 0.00 -0.01
C 5.44424 0.02176 -2.72457 -0.03 -0.03 -0.02
C 3.95223 0.26687 -2.73552 0.04 0.14 0.09
O 3.22212 -0.87995 -3.21340 -0.01 0.03 -0.05
C 3.03527 -1.84320 -2.31680 0.12 -0.08 -0.02
O 3.38597 -1.82314 -1.16477 -0.03 0.03 0.07
O 2.39865 -2.85184 -2.91057 -0.07 0.01 -0.01
C 2.12039 -3.96235 -2.04935 0.01 0.02 -0.01
H 5.78405 -0.28140 -3.71505 0.01 0.00 0.01
H 5.95875 0.94683 -2.45930 0.01 -0.01 0.01
H 5.71169 -0.74411 -1.99806 0.00 0.00 -0.01
H 3.70466 1.06236 -3.43130 -0.04 -0.07 -0.04
H 3.58336 0.52759 -1.74334 0.01 -0.01 0.00
H 1.56433 -3.63525 -1.17303 -0.02 -0.02 -0.01
H 3.04728 -4.43345 -1.72638 0.00 0.00 -0.01
H 1.53107 -4.64824 -2.64923 0.00 -0.02 0.03
N -3.90087 -1.16400 2.76847 0.13 0.07 -0.02
P -2.22348 -1.13830 3.31754 -0.11 0.13 -0.18
O -1.41851 -1.45540 1.91239 -0.01 -0.13 -0.06
B -1.90605 0.76298 3.56323 -0.08 0.00 0.10
O -2.68088 1.50001 4.42254 0.14 0.44 -0.49
H -4.45028 -0.42534 3.19477 -0.10 -0.07 0.11
H -3.94966 -1.02064 1.76560 0.01 0.01 -0.08
H -1.38875 -0.74373 1.26161 -0.02 0.03 0.12
H -0.93542 1.27951 3.06661 0.05 -0.09 0.21
H -3.58713 1.73239 4.20051 0.00 -0.37 0.26

2.
65
Properties=species:S:1:pos:R:3:forces:R:3 method="wB97M-V/def2-TZVPD" gap_ev=10.290 largest_force_ev_per_a=1.0 homo_ev=-13.3 e_tot_ha=-2031.10372 charge=+1
C -3.20506 2.54548 0.66840 0.01 -0.11 -0.12
C -1.89976 2.92801 -0.01786 -0.07 -0.31 0.09
C -1.33177 1.75857 -0.82693 -0.01 0.42 0.04
C 0.11160 2.01181 -1.25655 0.03 0.03 -0.21
C 0.94180 0.84001 -1.85192 0.08 0.07 0.17
C 2.31553 0.70308 -1.17329 -0.07 0.18 -0.04
N 2.37600 -0.33333 -0.12138 0.59 0.32 -0.47
Si 3.99027 -0.42864 0.81976 0.03 0.01 0.80
C 3.66014 -1.08223 2.53159 0.12 -0.03 -0.25
C 5.07680 -1.57118 -0.17339 -0.34 0.19 -0.14
C 4.72651 1.27851 0.92619 -0.17 -0.07 -0.07
C 1.90360 -1.48631 -0.50885 -0.10 -0.25 -0.06
N 1.95622 -2.59197 0.31051 0.23 -0.08 0.23
N 1.30862 -1.55635 -1.73350 -0.81 -0.42 0.50
O 0.88474 -2.84338 -2.05361 0.00 0.15 -0.27
C 0.22416 -0.50191 -1.85130 0.41 -0.14 -0.43
C -0.62858 -0.69881 -3.10171 0.18 -0.23 -0.03
C -1.79334 -1.69023 -3.00606 0.03 0.10 0.00
C -2.66624 -1.54611 -1.76879 -0.10 0.02 -0.17
Cl -2.06928 -2.58378 -0.41399 0.03 0.05 0.11
H -3.94160 2.18234 -0.05031 -0.04 0.06 0.00
H -3.03915 1.73633 1.38303 -0.03 0.01 0.04
H -3.64752 3.38346 1.20300 0.00 0.03 0.01
H -1.16668 3.19890 0.74654 0.03 0.26 -0.07
H -2.06721 3.77611 -0.68273 0.17 0.15 0.09
H -1.95915 1.65859 -1.71698 -0.07 -0.37 0.07
H -1.41820 0.86609 -0.20174 -0.03 -0.07 -0.08
H 0.09085 2.80240 -2.00894 0.05 0.12 0.10
H 0.65775 2.42666 -0.40673 -0.02 -0.04 0.08
H 1.18889 1.06455 -2.89113 -0.15 0.03 -0.06
H 3.07034 0.44346 -1.92218 -0.03 -0.07 -0.03
H 2.59625 1.65778 -0.74590 0.04 -0.02 0.10
H 4.09618 -2.07676 2.63368 -0.07 -0.04 0.09
H 4.13475 -0.41474 3.24889 -0.03 -0.04 0.12
H 2.59876 -1.12822 2.76383 -0.01 0.03 0.07
H 5.06797 -1.30882 -1.23319 0.09 -0.03 -0.04
H 4.77100 -2.61186 -0.07281 0.14 -0.06 -0.02
H 6.10090 -1.47114 0.18663 0.04 -0.07 0.01
H 4.29909 2.02096 0.25809 0.10 0.08 -0.01
H 4.61725 1.63704 1.94983 -0.05 0.08 -0.01
H 5.79364 1.21205 0.70948 0.02 0.01 -0.02
H 2.66715 -3.29711 0.25234 -0.09 -0.08 -0.27
H 1.27131 -2.67823 1.04025 0.06 0.08 0.10
H 0.14480 -3.06273 -1.45744 0.02 -0.01 0.04
H -0.37632 -0.62729 -0.95416 -0.09 0.13 0.06
H 0.02916 -1.02907 -3.90850 0.05 0.12 -0.04
H -0.99256 0.29053 -3.38298 -0.13 -0.03 0.02
H -2.42586 -1.55796 -3.88559 -0.02 0.08 0.00
H -1.42481 -2.71199 -3.06396 -0.03 -0.05 -0.04
H -2.70602 -0.52618 -1.39371 0.03 -0.03 0.05
H -3.68344 -1.87479 -1.95688 0.02 -0.11 -0.01
C -0.02588 1.02717 4.33366 -0.05 0.02 0.04
N 1.24645 1.74738 4.61962 0.04 0.08 0.07
O 1.23128 2.60530 5.46703 -0.01 0.03 0.02
O 2.22587 1.41690 3.97405 -0.05 -0.08 -0.15
H -0.79544 1.42926 4.98058 0.00 0.01 0.01
H -0.25887 1.18837 3.28519 0.02 -0.02 -0.02
H 0.15056 -0.02636 4.52844 0.01 -0.01 -0.03
C -6.42802 -1.56167 -0.24983 -0.09 -0.09 -0.11
N -6.12509 -0.12134 -0.02423 0.08 -0.10 0.01
O -6.54091 0.68121 -0.82938 0.00 0.05 -0.04
O -5.45310 0.14483 0.95161 0.01 -0.01 0.04
H -7.01135 -1.65340 -1.15784 -0.02 0.04 0.00
H -5.47554 -2.07705 -0.33078 0.02 -0.02 0.07
H -6.96939 -1.93221 0.61482 0.02 0.05 0.05

3.
97
Properties=species:S:1:pos:R:3:forces:R:3 method="wB97M-V/def2-TZVPD" gap_ev=10.128 largest_force_ev_per_a=4.4 homo_ev=-8.3 e_tot_ha=-11504.85413 charge=-1
C 5.18656 2.10160 1.78682 -0.61 0.98 -0.09
N 3.67657 2.20365 1.70657 0.22 -0.29 0.09
C 3.08805 2.78074 0.45889 1.04 -1.24 -2.22
C 3.20780 0.82356 1.83407 -2.08 -1.67 -1.14
C 3.35307 3.06269 2.88969 -1.60 -0.76 0.37
C 1.91086 3.13490 3.50408 0.71 0.09 -1.17
O 1.23037 4.33622 3.32148 -0.54 0.52 -2.38
H 5.53969 3.12135 1.75419 0.35 0.26 -0.23
H 5.51977 1.54792 0.94065 0.41 -0.56 -0.51
H 5.48450 1.70156 2.76964 -0.30 -0.23 -0.68
H 3.13686 2.11727 -0.51735 0.44 0.94 2.37
H 3.61825 3.69688 0.26709 -0.14 0.54 -0.14
H 2.05009 2.91319 0.64235 -0.58 0.36 0.32
H 3.49257 0.37289 2.79297 -0.03 0.15 -0.34
H 3.61602 0.30028 0.92256 -0.22 0.25 1.18
H 2.06220 0.74980 1.71648 1.75 0.40 0.45
H 3.70335 4.05263 2.68826 0.35 0.59 -0.06
H 3.94154 2.54112 3.60477 0.49 0.25 1.17
H 2.10364 3.19708 4.54045 0.14 -0.86 1.31
H 1.30033 2.27624 3.21644 0.17 -0.12 0.27
H 0.92976 4.36075 2.37169 0.16 0.26 1.31
C -1.11203 2.17999 -4.24425 -0.12 1.16 -0.86
C -2.50930 2.82367 -4.05984 1.92 -1.52 1.19
O -3.09291 3.57097 -4.73547 -0.58 1.09 -1.48
N -3.18634 2.43425 -2.74489 -0.89 -1.04 -2.36
H -3.52146 1.44213 -2.93308 0.58 0.54 0.63
H -2.45077 2.54241 -2.09743 1.19 -0.61 1.54
C -4.24399 3.35044 -2.36350 -0.84 0.19 1.06
H -0.30859 2.90318 -3.87520 -1.33 -0.91 -0.43
H -1.00203 2.14709 -5.37466 0.04 -0.46 1.44
H -0.98027 1.22866 -3.68667 -0.33 0.61 -0.70
H -3.92595 4.32858 -2.64102 -0.18 0.73 -0.52
H -4.27458 3.37065 -1.28588 -0.07 -0.23 0.42
H -5.25092 3.08947 -2.69810 0.52 -0.05 -0.42
C -0.56480 -2.05698 -3.51417 0.85 1.85 -0.19
C -0.13166 -1.23756 -2.33554 -1.43 -0.65 1.43
O -0.41748 -0.11236 -2.11253 0.77 -0.01 0.23
N 0.59315 -2.06570 -1.20208 -0.02 0.99 -1.01
H 0.28529 -3.03582 -1.36255 0.28 -0.14 0.38
H 1.62411 -1.98557 -1.35679 -0.22 -0.28 -0.57
C 0.37756 -1.56520 0.19177 -0.51 -0.55 -0.92
H -1.46727 -2.65824 -3.44443 -0.03 0.23 0.53
H 0.28378 -2.66398 -3.69562 0.74 -0.96 -0.86
H -0.66856 -1.25141 -4.27281 -0.15 -0.97 0.02
H 0.50517 -2.39789 0.85250 -0.01 -0.52 0.31
H -0.63621 -1.16195 0.26871 0.47 0.28 0.11
H 1.19818 -0.90494 0.36373 -0.05 0.94 0.39
C -3.47936 -1.65550 1.90173 -0.26 -3.19 -1.78
C -3.22386 -2.94248 2.63980 -1.53 0.37 0.95
O -3.97552 -3.56506 3.34256 0.04 0.62 -0.73
N -1.86180 -3.37557 2.58972 3.91 1.12 1.05
H -1.55843 -3.68389 1.65764 -0.31 -0.35 -0.11
H -1.13217 -2.46633 2.74858 -1.22 -1.21 0.19
C -1.55011 -4.43204 3.63159 -0.11 -1.45 -1.01
H -4.49542 -1.38456 2.01398 -0.77 0.70 0.39
H -3.34637 -1.92626 0.82276 -0.03 0.36 0.52
H -2.72009 -0.99515 2.15364 1.06 1.73 0.58
H -2.08495 -5.31345 3.24869 -0.16 0.25 0.60
H -1.90357 -4.12341 4.61382 0.10 0.06 -0.32
H -0.50372 -4.79796 3.66006 -0.41 1.18 -0.28
C -0.59768 0.12056 5.23007 -0.29 0.01 0.87
F -1.89072 0.09073 4.84396 0.61 0.13 -0.13
F -0.05980 1.31897 4.94651 -0.55 -0.47 -0.29
F -0.58764 0.00728 6.56165 -0.02 -0.05 0.17
S 0.40891 -1.24299 4.49725 0.40 0.15 -1.61
O 1.71389 -0.67198 4.45998 1.06 0.56 0.31
O 0.27800 -2.45400 5.25094 -0.86 0.14 0.12
O -0.16006 -1.26750 3.11868 -0.67 -0.75 0.27
C 4.25214 0.15479 -3.66333 1.33 3.56 -2.22
F 5.41613 0.91393 -3.97707 -1.36 -1.35 0.76
F 3.29186 1.13759 -3.55466 0.48 -1.56 -0.09
F 4.02155 -0.55901 -4.76431 -0.28 -0.16 0.75
S 4.47026 -0.71163 -2.10726 -1.25 -0.56 0.98
O 3.30183 -1.61835 -2.14507 0.77 0.41 0.17
O 5.77416 -1.28411 -2.08617 0.22 -0.70 -0.55
O 4.32470 0.38534 -1.17617 -0.28 0.28 0.50
As -4.33409 -1.26509 -2.64531 -0.14 2.47 -1.91
F -2.86204 -1.30674 -1.77003 0.70 0.20 0.59
F -4.97709 -2.31758 -1.51924 -0.73 -0.92 0.78
F -5.80801 -1.26138 -3.57679 0.46 0.50 0.55
F -3.49794 -0.07071 -3.81567 -0.80 0.09 0.96
F -3.70886 -2.37085 -3.75633 0.28 -1.59 -0.28
F -4.81735 0.18525 -1.73713 0.08 -0.63 -0.43
As -0.87724 -5.59120 -0.38804 0.49 -0.21 -0.48
F 0.28193 -6.82068 -0.39217 0.39 -0.78 0.03
F -1.89544 -6.29248 0.75612 -0.61 -1.32 1.09
F -1.95426 -4.25343 -0.26646 -0.47 1.37 -0.65
F 0.14466 -4.66975 -1.49336 -0.29 -0.07 -0.31
F -1.73114 -6.33796 -1.67988 0.09 0.47 -0.03
F 0.00545 -4.84573 0.92885 0.34 0.50 0.39
As 0.08234 4.25840 -1.11629 2.15 1.06 -1.38
F -0.56757 5.79007 -0.72416 -0.10 0.29 -0.07
F -1.53206 3.58951 -1.00825 0.00 -0.19 0.10
F 0.71246 2.67669 -1.50549 -0.23 0.42 0.53
F 1.72821 4.99026 -1.37096 -1.44 -0.94 1.02
F 0.32131 4.00209 0.59015 0.09 -0.29 0.00
F -0.10939 4.54714 -2.82109 -0.59 0.14 0.18